Record 1
17
Properties=species:S:1:pos:R:3:nbo_charge:R:1 method="wB97M-V/def2-TZVPD" homo_energy_ev="-19.704 / -19.559" s_squared=0.758 max_force_ev_per_a=1.63 e_lumo_ev="-10.31 / -14.61" homo_lumo_gap_ev="9.39 / 4.95" total_charge=+2 multiplicity=2
O 2.541 0.463 1.109 -0.0524
C 1.600 1.145 1.077 0.4420
C 0.174 0.511 0.812 -0.0576
C 0.036 0.655 -0.735 -0.4529
C -1.116 -0.131 -1.399 -0.0699
O -0.870 -1.514 -1.267 -0.7260
N 0.085 -0.909 1.217 -0.7148
H 1.636 2.261 1.193 0.3451
H -0.569 1.062 1.363 0.2927
H 0.004 1.722 -0.972 0.2864
H 0.985 0.341 -1.204 0.2592
H -2.098 0.157 -0.992 0.2148
H -1.043 0.143 -2.436 0.2553
H -1.581 -2.054 -1.629 0.5394
H 0.993 -1.360 1.423 0.4675
H -0.319 -1.460 0.390 0.5029
H -0.458 -1.031 2.049 0.4684

---

Record 2
18
Properties=species:S:1:pos:R:3:nbo_charge:R:1 method="wB97M-V/def2-TZVPD" homo_energy_ev=-9.496 max_force_ev_per_a=4.16 e_lumo_ev=0.98 smiles="C[C@@H](O)/C=C/O[PH2]=N" homo_lumo_gap_ev=10.47 multiplicity=1
C -2.578 0.287 -1.624 -0.6249
C -1.496 -0.682 -0.934 0.1180
O -1.051 -1.643 -1.800 -0.7235
C -0.334 0.205 -0.346 -0.2608
C 0.291 0.042 0.806 0.1042
O 1.159 1.194 1.139 -0.8140
P 2.505 0.711 1.791 1.6662
N 3.131 -0.268 0.819 -1.2752
H -3.254 -0.459 -1.809 0.2119
H -3.034 0.943 -0.829 0.2194
H -2.185 0.754 -2.591 0.2178
H -2.089 -1.175 0.001 0.1343
H -0.183 -2.029 -1.568 0.4908
H -0.006 0.981 -0.969 0.2181
H 0.235 -0.664 1.666 0.2085
H 2.907 1.892 2.177 -0.1182
H 1.954 0.434 3.134 -0.1451
H 4.028 -0.524 0.938 0.3725